Here is a 2-piece molecular cluster, C11H15ClFN2 overall at a distorted geometry from OMol25. Energies are from ωB97M-V/def2-TZVPD.

Geometry (Å):
C (3.096, -0.230, -0.992)
C (3.589, -0.176, 0.322)
C (1.674, -0.305, -1.286)
C (2.644, -0.297, 1.293)
C (0.711, -0.488, -0.231)
C (1.324, -0.459, 1.019)
C (-1.412, 1.679, 1.054)
C (-1.231, -0.032, -1.692)
C (-0.829, -2.318, -0.778)
C (-1.723, -0.607, 0.682)
C (-0.767, -0.850, -0.479)
N (-0.302, 2.355, 1.169)
N (-2.604, 2.326, 0.991)
F (0.538, -0.709, 2.123)
Cl (-3.350, -0.966, 0.498)
H (3.666, -0.268, -1.848)
H (4.651, -0.043, 0.446)
H (1.257, -0.258, -2.217)
H (2.814, -0.377, 2.388)
H (-0.845, -0.522, -2.599)
H (-0.921, 0.968, -1.510)
H (-2.267, -0.021, -1.834)
H (-1.871, -2.475, -0.974)
H (-0.209, -2.630, -1.659)
H (-0.507, -2.863, 0.041)
H (-1.393, -0.923, 1.692)
H (0.550, 1.924, 1.220)
H (-0.240, 3.284, 1.440)
H (-3.351, 1.963, 0.427)
H (-2.693, 3.322, 1.294)

Spin multiplicity: 1
Total charge: +1
Energy in eV: -29861.4210

---

Here is a 3-piece molecular cluster, C11H15FN2O overall at a distorted geometry from OMol25. Energies are from ωB97M-V/def2-TZVPD.

Geometry (Å):
C (2.512, -0.955, -1.182)
C (1.651, 1.300, -1.200)
C (0.363, 2.044, -1.447)
C (-0.281, 0.990, -2.307)
C (0.240, -0.342, -1.709)
C (-0.794, -1.044, -0.684)
C (-1.510, -0.134, 1.212)
C (-2.641, -0.242, 2.125)
C (-2.287, -0.388, 3.554)
C (-0.926, -0.706, 3.951)
C (-0.139, -0.135, 1.782)
H (2.547, -1.940, -0.394)
H (1.988, -1.330, -2.510)
H (3.812, -0.158, -1.172)
H (2.091, 1.327, -2.288)
H (2.248, 1.727, -0.390)
H (0.387, 3.016, -2.103)
H (-0.129, 2.047, -0.414)
H (-1.427, 1.218, -2.510)
H (0.265, 0.982, -3.240)
H (0.508, -1.336, -2.343)
H (-0.019, -1.595, 0.002)
H (-1.382, -1.770, -1.209)
H (-3.711, -0.541, 1.858)
H (-3.150, -0.521, 4.204)
H (0.701, 0.075, 0.993)
N (1.326, -0.082, -0.765)
N (0.070, -0.441, 3.051)
O (-1.716, -0.053, -0.081)
F (-0.600, -1.012, 5.215)

Spin multiplicity: 1
ΔE to the lowest compared entry with this formula, charge and spin in eV: 7.061
Energy in eV: -19387.3475

---

Here is a 2-piece molecular cluster, C11H15N overall at a distorted geometry from OMol25. Energies are from ωB97M-V/def2-TZVPD.

Geometry (Å):
C (3.719, -0.999, 2.472)
C (0.549, -0.423, 0.566)
C (1.656, 0.123, 1.250)
C (2.461, -0.940, 1.684)
C (1.814, -2.139, 1.354)
C (-0.273, 1.774, -0.006)
C (-0.416, 0.364, -0.055)
C (0.857, 2.331, 0.664)
C (1.799, 1.568, 1.297)
N (0.596, -1.809, 0.692)
H (-1.132, 2.385, -0.256)
H (-1.317, -0.100, -0.443)
H (0.861, 3.417, 0.609)
H (2.656, 1.976, 1.819)
H (0.270, -2.411, -0.031)
H (2.172, -3.135, 1.554)
H (3.616, -0.488, 3.446)
H (4.549, -0.471, 1.983)
H (4.068, -1.996, 2.739)
C (-3.498, -0.515, -3.084)
C (-3.661, 0.742, -2.163)
H (-2.935, -1.300, -2.591)
H (-4.443, -0.856, -3.505)
H (-2.901, -0.155, -3.928)
H (-4.174, 0.472, -1.246)
H (-4.251, 1.466, -2.726)
H (-2.644, 1.117, -2.094)

⟨S²⟩: 0.7745
Spin multiplicity: 2
ΔE to the lowest compared entry with this formula, charge and spin in eV: 0.434
Total charge: -1
Energy in eV: -13139.1307

---

Here is a 2-piece molecular cluster, C11H15N overall at a distorted geometry from OMol25. Energies are from ωB97M-V/def2-TZVPD.

Geometry (Å):
C (2.705, 0.745, 0.239)
C (1.301, 0.766, 0.727)
C (0.639, 1.857, 1.213)
N (-0.696, 1.539, 1.440)
C (-0.898, 0.225, 1.108)
C (-2.022, -0.574, 1.194)
C (-1.948, -1.913, 0.882)
C (-0.681, -2.436, 0.522)
C (0.396, -1.638, 0.246)
C (0.330, -0.264, 0.557)
H (3.305, 1.223, 1.029)
H (2.811, 1.320, -0.680)
H (3.246, -0.204, 0.232)
H (0.917, 2.876, 1.426)
H (-1.411, 2.251, 1.472)
H (-2.902, -0.251, 1.751)
H (-2.777, -2.582, 0.702)
H (-0.657, -3.496, 0.287)
H (1.341, -2.072, -0.064)
C (-0.470, 0.437, -2.612)
C (0.692, 0.565, -3.588)
H (-0.739, 1.369, -2.095)
H (-1.349, 0.187, -3.217)
H (-0.392, -0.263, -1.792)
H (0.395, 1.274, -4.357)
H (1.655, 0.829, -3.143)
H (0.933, -0.430, -3.960)

Spin multiplicity: 1
ΔE to the lowest compared entry with this formula, charge and spin in eV: 0.876
SMILES: Cc1c[nH]c2ccccc12.CC
Energy in eV: -13139.9156

---

Here is a 2-piece molecular cluster, C11H15N overall at a distorted geometry from OMol25. Energies are from ωB97M-V/def2-TZVPD.

Geometry (Å):
C (1.619, -0.680, -2.305)
C (0.370, -0.256, -1.664)
C (-0.383, 0.702, -2.276)
N (-1.612, 0.976, -1.629)
C (-1.525, 0.039, -0.497)
C (-2.540, -0.165, 0.461)
C (-2.223, -1.111, 1.364)
C (-1.095, -1.988, 1.370)
C (-0.142, -1.719, 0.484)
C (-0.387, -0.741, -0.601)
H (2.436, 0.070, -2.536)
H (1.318, -0.885, -3.337)
H (2.025, -1.703, -2.082)
H (-0.024, 1.404, -2.965)
H (-2.231, 1.644, -1.953)
H (-3.475, 0.328, 0.475)
H (-2.981, -1.455, 2.166)
H (-1.092, -2.882, 2.036)
H (0.822, -2.207, 0.353)
C (0.972, 1.818, 1.241)
C (1.941, 0.754, 1.957)
H (-0.029, 1.416, 1.224)
H (0.661, 2.723, 2.003)
H (1.234, 2.431, 0.449)
H (1.274, 0.312, 2.764)
H (2.819, 1.265, 2.245)
H (2.246, -0.090, 1.255)

Spin multiplicity: 1
ΔE to the lowest compared entry with this formula, charge and spin in eV: 2.521
SMILES: Cc1c[nH]c2ccccc12.CC
Energy in eV: -13138.2706

---

Here is a 2-piece molecular cluster, C11H15N overall at a distorted geometry from OMol25. Energies are from ωB97M-V/def2-TZVPD.

Geometry (Å):
C (-1.656, -1.279, 1.641)
C (-0.547, -0.373, 1.982)
C (0.282, -0.431, 3.115)
N (1.191, 0.709, 3.097)
C (0.856, 1.541, 2.002)
C (1.279, 2.759, 1.543)
C (0.688, 3.149, 0.353)
C (-0.254, 2.335, -0.469)
C (-0.756, 1.181, 0.090)
C (-0.199, 0.830, 1.309)
H (-2.470, -0.914, 1.041)
H (-2.048, -1.770, 2.520)
H (-1.223, -2.194, 1.154)
H (0.230, -1.187, 3.936)
H (1.683, 1.147, 3.827)
H (2.047, 3.480, 2.019)
H (0.970, 4.057, -0.104)
H (-0.626, 2.579, -1.471)
H (-1.563, 0.540, -0.317)
C (-0.151, -1.848, -4.005)
C (0.722, -2.199, -2.795)
H (-0.906, -2.722, -4.250)
H (-0.790, -0.967, -3.931)
H (0.361, -1.708, -4.990)
H (0.132, -1.910, -1.860)
H (1.704, -1.551, -2.785)
H (1.044, -3.253, -2.649)

Spin multiplicity: 1
ΔE to the lowest compared entry with this formula, charge and spin in eV: 1.725
SMILES: Cc1c[nH]c2ccccc12.CC
Energy in eV: -13139.0666